# 1
The following is a DFT calculation (ωB97M-V/def2-TZVPD) of a 15-piece molecular cluster, C30H60Cl30 overall in a non-equilibrium geometry.

The value obtained for the energy is -407759.263 eV. The value obtained for the energy above the lowest of the compared OMol25 structures with the same formula, charge and spin is 0.0000 eV. The multiplicity is 1. For the HOMO energy, the calculation gives -10.2252 eV. Its largest force on an atom is 2.744 eV/Å. Its orbital gap is 10.449 eV.

```
120
C30H60Cl30 | OMol25 | ωB97M-V/def2-TZVPD
Cl -3.55905 2.09468 1.83766
C -5.04977 1.23550 2.30001
C -4.74695 0.02769 3.12690
Cl -3.82503 -1.23768 2.19569
H -5.52372 1.01003 1.34470
H -5.59338 1.95950 2.90699
H -5.62459 -0.45416 3.55777
H -4.14481 0.38573 3.96197
Cl 1.59590 3.09072 -6.26530
C 1.00433 2.68159 -4.66254
C -0.33520 3.29235 -4.35957
Cl -1.59022 2.89621 -5.58187
H 1.83432 2.84362 -3.97481
H 0.81945 1.60762 -4.68491
H -0.21278 4.36842 -4.23629
H -0.67789 2.89038 -3.40611
Cl 3.73695 -2.75529 -5.13558
C 2.44188 -3.11449 -4.04500
C 2.52529 -2.30829 -2.75575
Cl 2.19121 -0.52820 -3.09043
H 2.57540 -4.16063 -3.76958
H 1.46916 -3.00334 -4.52412
H 3.52345 -2.34658 -2.31950
H 1.73346 -2.66526 -2.09721
Cl -0.87427 -1.19537 -5.13884
C -1.38044 -0.77680 -6.87328
C -0.26327 -0.02396 -7.60280
Cl 1.11712 -0.99176 -7.88172
H -2.32681 -0.23923 -6.81399
H -1.57169 -1.71970 -7.38559
H 0.02526 0.87117 -7.05180
H -0.56332 0.35938 -8.57805
Cl -1.26162 -4.41801 5.85683
C 0.07676 -3.72699 4.96648
C -0.59146 -2.91600 3.85105
Cl -1.08938 -1.36787 4.55933
H 0.76119 -4.50217 4.62188
H 0.65845 -3.08922 5.63205
H -1.42428 -3.39949 3.34041
H 0.09671 -2.81607 3.01169
Cl -0.79673 -4.57941 -3.70668
C -1.23521 -3.63415 -2.28376
C -2.75839 -3.32111 -2.31481
Cl -3.84227 -4.71199 -2.17455
H -0.71078 -2.69328 -2.45062
H -0.75917 -4.04695 -1.39434
H -3.07387 -2.77289 -3.20251
H -3.02776 -2.63863 -1.50874
Cl 4.54219 2.55152 0.10613
C 4.49872 4.06392 1.02384
C 3.12047 4.20720 1.62768
Cl 2.75820 3.12965 2.99028
H 4.56596 4.77640 0.20167
H 5.40264 4.18190 1.62143
H 2.40654 4.07876 0.81410
H 3.08756 5.25455 1.92783
Cl -1.48848 -7.07726 3.89790
C -1.59425 -7.66443 2.18900
C -0.87927 -6.67820 1.20976
Cl -1.79694 -5.17702 1.10813
H -2.61903 -7.85603 1.87090
H -1.03033 -8.59710 2.20387
H -0.81090 -7.15888 0.23386
H 0.13967 -6.41743 1.49585
Cl 1.12607 5.11773 4.89186
C 0.30321 6.34318 3.94018
C -0.41216 5.71007 2.77811
Cl -1.66012 6.82200 2.14396
H 1.01202 7.15445 3.77423
H -0.46368 6.78410 4.57704
H -0.81360 4.73403 3.05067
H 0.31824 5.50011 1.99675
Cl -0.28307 2.90697 0.25305
C 0.35816 1.25955 -0.04336
C -0.38246 0.16864 0.60648
Cl 0.20296 -1.45917 0.06679
H 1.35392 1.27038 0.39986
H 0.47342 1.13214 -1.11973
H -1.44875 0.19121 0.38146
H -0.23264 0.19110 1.68591
Cl 3.65421 -1.04357 0.45769
C 3.54198 -0.69424 2.21275
C 3.15782 -1.96850 2.93183
Cl 2.49624 -1.65945 4.58880
H 2.73584 0.03621 2.28111
H 4.49610 -0.24828 2.49359
H 4.05140 -2.58058 3.05430
H 2.39028 -2.54148 2.41157
Cl -0.59790 2.36069 7.56183
C 0.33077 1.17257 6.65186
C 0.67675 1.70547 5.23634
Cl -0.74776 1.97349 4.27113
H -0.27880 0.27070 6.59578
H 1.20950 0.90129 7.23695
H 1.34411 0.92151 4.87837
H 1.29701 2.59139 5.37243
Cl -2.25116 0.97068 -2.31435
C -3.98492 0.74923 -2.01829
C -4.67703 2.03820 -1.70556
Cl -6.47607 1.78490 -1.76971
H -4.03790 0.04574 -1.18739
H -4.39628 0.29306 -2.91873
H -4.50080 2.78760 -2.47722
H -4.50402 2.28118 -0.65717
Cl 1.70282 5.27995 -2.48150
C 0.92210 6.88152 -2.42628
C 0.03465 6.89370 -1.16959
Cl -1.35676 5.84704 -1.46217
H 0.20745 6.92020 -3.24840
H 1.72912 7.61403 -2.41028
H -0.37087 7.90396 -1.11451
H 0.47914 6.74691 -0.18523
Cl 2.02541 -4.57691 0.69314
C 3.11756 -5.19022 -0.52280
C 2.38722 -6.10677 -1.62023
Cl 3.49161 -6.64072 -2.92764
H 3.87895 -5.78479 -0.01793
H 3.68566 -4.33286 -0.88378
H 1.57156 -5.48030 -1.98122
H 2.05856 -7.02623 -1.13580
```

Mulliken atomic charge list, values in e, 2 entries: -0.09, -0.53


# 2
The following is a DFT calculation (ωB97M-V/def2-TZVPD) of one molecule with the formula C3H2N2O2 in a non-equilibrium geometry.

The value obtained for the energy is -10216.893 eV. The value obtained for the energy above the lowest of the compared OMol25 structures with the same formula, charge and spin is 1.2958 eV. The multiplicity is 1. For the HOMO energy, the calculation gives -11.2171 eV. Its largest force on an atom is 1.353 eV/Å. Its orbital gap is 11.066 eV. As for the SMILES: [H]/N=C(/C#N)OC=O.

```
9
C3H2N2O2 | OMol25 | ωB97M-V/def2-TZVPD
N -1.82751 -1.12914 -0.01503
C -0.87012 -0.31817 0.07349
O 0.46546 -0.72172 0.15611
C 1.55237 0.11445 -0.08376
O 1.53044 1.26682 -0.37149
C -1.04272 1.12015 0.12629
N -0.82333 2.25383 0.13846
H -1.48583 -2.09162 -0.05736
H 2.48886 -0.44858 0.00722
```

Mulliken atomic charge list, values in e, 2 entries: -0.58, 0.51


# 3
The following is a DFT calculation (ωB97M-V/def2-TZVPD) of one molecule with the formula C5H9NO.

The value obtained for the energy is -8863.217 eV. The value obtained for the energy above the lowest of the compared OMol25 structures with the same formula, charge and spin is 5.9954 eV. The multiplicity is 1. For the HOMO energy, the calculation gives -7.0993 eV. Its largest force on an atom is 0.417 eV/Å. Its orbital gap is 7.788 eV.

```
16
C5H9NO | OMol25 | ωB97M-V/def2-TZVPD
C -1.77235 -0.13790 -0.67436
C -1.06571 0.56391 0.46008
N -0.48183 -0.26590 1.53409
C 0.40359 0.56540 0.63983
C 1.14047 -0.57200 -0.05511
C 2.02453 -0.22610 -1.18145
O 2.57499 -0.45161 0.10028
H -1.96530 0.58293 -1.47473
H -2.73243 -0.53961 -0.33539
H -1.15937 -0.94805 -1.07183
H -1.59176 1.42563 0.86760
H -0.64616 -0.05835 2.51486
H 0.89532 1.42026 1.10481
H 0.00048 -1.18856 1.05166
H 2.25815 -0.97427 -1.94305
H 2.11738 0.80422 -1.53730
```

Mulliken atomic charge list, values in e, 2 entries: -1.32, 0.21